(1)
{
  "formula": "CH4N2",
  "method": "wB97M-V/def2-TZVPD",
  "species": ["N", "N", "C", "H", "H", "H", "H"],
  "coordinates": [[-0.166028, 0.028045, 1.499764], [0.214186, 0.078893, -0.842446], [-0.448507, -0.326587, 0.313313], [-1.183528, -1.112692, 0.116409], [0.182992, 1.079073, -0.947591], [0.654638, 0.631458, 1.401005], [0.746247, -0.378190, -1.540451]],
  "forces_ev_per_angstrom": [[-0.2796, 0.3126, -0.8041], [-0.4054, 2.3571, 0.2441], [0.5306, -2.0353, 0.0112], [-0.1663, 0.1798, 0.4473], [0.4690, 0.0454, -0.1312], [-0.0302, 0.1784, 0.4026], [-0.1181, -1.0380, -0.1699]],
  "nbo_charge": [-0.619, -0.916, 0.277, 0.149, 0.381, 0.324, 0.405],
  "smiles": "[H]/N=C\\N",
  "total_charge": 0,
  "e_homo_ev": -9.58,
  "fmax_ev_per_a": 2.40,
  "e_above_lowest_ev": 1.6842,
  "homo_lumo_gap_ha": 0.394
}


(2)
{
  "formula": "CH4N2O",
  "method": "wB97M-V/def2-TZVPD",
  "species": ["O", "N", "N", "C", "H", "H", "H", "H"],
  "coordinates": [[2.291122, 0.333382, -0.113485], [1.124336, -0.156409, -0.160216], [-1.214869, -0.186347, 0.142633], [0.005835, 0.448388, 0.121284], [0.025016, 1.520165, 0.245373], [-1.221255, -1.149247, -0.164804], [-2.015924, 0.377781, -0.091833], [1.005738, -1.187714, 0.021049]],
  "forces_ev_per_angstrom": [[0.9895, 0.3561, -0.3437], [-1.7692, -1.1518, 1.9232], [0.2298, -0.1913, 0.3358], [0.1187, 0.4659, -0.8773], [0.0827, 0.0485, -0.0090], [-0.2948, 0.2222, -0.0288], [0.0962, -0.2417, -0.0989], [0.5469, 0.4921, -0.9013]],
  "nbo_charge": [-0.586, -0.090, -0.818, 0.193, 0.197, 0.385, 0.400, 0.319],
  "smiles": "N/C=[NH+]/[O-]",
  "total_charge": 0,
  "e_homo_ev": [-7.67, -7.67],
  "fmax_ev_per_a": 2.86,
  "e_above_lowest_ev": 3.6277,
  "homo_lumo_gap_ha": [0.308, 0.308]
}


(3)
{
  "formula": "CH4N2O",
  "method": "wB97M-V/def2-TZVPD",
  "species": ["O", "N", "N", "C", "H", "H", "H", "H"],
  "coordinates": [[1.347834, -0.620242, -0.911801], [0.532274, 0.109619, -0.014341], [-1.476009, 1.059978, 0.634644], [-0.902053, 0.070969, -0.071782], [-1.128470, -0.584289, -1.056186], [0.879256, 0.342550, 0.963015], [-0.539092, 1.249967, 1.315873], [1.286259, -1.628553, -0.859422]],
  "forces_ev_per_angstrom": [[-0.3364, -0.9862, 0.3960], [-0.5048, -0.9711, 1.0090], [3.3972, -3.7231, 0.3073], [1.5423, 2.7083, -1.2898], [-0.6714, 1.7161, 2.5574], [0.3005, -0.9473, -1.8813], [-3.4228, 0.3802, -1.8013], [-0.3047, 1.8232, 0.7028]],
  "nbo_charge": [-0.558, -0.356, -0.616, 0.213, 0.206, 0.357, 0.293, 0.460],
  "smiles": "[H]/N=C\\NO",
  "total_charge": 0,
  "e_homo_ev": -9.17,
  "fmax_ev_per_a": 5.05,
  "e_above_lowest_ev": 4.9877,
  "homo_lumo_gap_ha": 0.359
}


(4)
{
  "formula": "CH4N2O",
  "method": "wB97M-V/def2-TZVPD",
  "species": ["O", "N", "N", "C", "H", "H", "H", "H"],
  "coordinates": [[-1.784255, -0.818068, 0.075716], [1.254215, -0.505615, 0.550081], [-0.972267, 1.278234, -0.578950], [-1.486075, 0.219456, -0.331030], [0.856817, -0.694321, -0.350086], [2.153609, -0.272760, 0.230921], [-1.406328, 2.118808, -0.649308], [1.384283, -1.325735, 1.052654]],
  "forces_ev_per_angstrom": [[-0.5943, -1.1400, -0.3380], [-0.5901, 1.6471, -0.7647], [1.2926, -2.1656, -0.5221], [0.4785, 0.6849, 1.1494], [-0.8783, -0.6013, -0.1912], [1.8023, 0.8286, 0.0761], [-1.4081, 2.7509, -0.3556], [-0.1028, -2.0046, 0.9462]],
  "nbo_charge": [-0.504, -1.044, -0.764, 0.864, 0.346, 0.346, 0.403, 0.352],
  "smiles": "N=C=O.N",
  "total_charge": 0,
  "e_homo_ev": -10.22,
  "fmax_ev_per_a": 3.11,
  "e_above_lowest_ev": 1.2600,
  "homo_lumo_gap_ha": 0.405
}


(5)
{
  "formula": "CH4N2O",
  "method": "wB97M-V/def2-TZVPD",
  "species": ["O", "N", "N", "C", "H", "H", "H", "H"],
  "coordinates": [[0.176077, 0.368730, -0.048500], [1.479293, 1.042135, 0.035926], [-2.083606, 0.512818, -0.056522], [-0.974778, 1.049419, 0.087920], [2.153543, 0.245046, 0.082638], [-2.856026, 1.195758, 0.317427], [-0.979529, 2.081197, 0.502892], [1.667150, 1.475448, -0.857861]],
  "forces_ev_per_angstrom": [[0.9394, -0.8259, -0.9245], [-0.4764, -0.3785, 0.7232], [-2.8725, 0.0655, 0.4196], [0.7464, 2.5636, 1.7864], [-1.1462, 0.6488, 0.0731], [1.9718, -1.6649, -1.2438], [1.1994, -0.4039, -0.3775], [-0.3618, -0.0046, -0.4565]],
  "nbo_charge": [-0.399, -0.499, -0.671, 0.382, 0.361, 0.350, 0.136, 0.340],
  "smiles": "[H]/N=C/ON",
  "total_charge": 0,
  "e_homo_ev": -9.87,
  "fmax_ev_per_a": 3.21,
  "e_above_lowest_ev": 3.6202,
  "homo_lumo_gap_ha": 0.396
}


(6)
{
  "formula": "CH4N2O",
  "method": "wB97M-V/def2-TZVPD",
  "species": ["O", "N", "N", "C", "H", "H", "H", "H"],
  "coordinates": [[1.414886, -0.396358, -0.247687], [-0.849220, -0.701888, 0.394205], [-0.882571, 0.287218, -0.677008], [0.275499, 0.138690, 0.159973], [2.146020, 0.238957, -0.554983], [-1.733961, 0.821226, -0.622892], [-0.814344, -1.674087, 0.097145], [0.443692, 1.286245, 1.451249]],
  "forces_ev_per_angstrom": [[2.2820, 0.7495, -1.1421], [0.3380, 0.3014, 1.3128], [0.8717, -1.5218, -1.6794], [-2.3603, 2.8530, 3.7096], [-2.0490, -1.0101, 0.7850], [0.5847, 1.0856, 0.8570], [0.5793, 0.2450, -0.6398], [-0.2464, -2.7026, -3.2031]],
  "nbo_charge": [-0.702, -0.505, -0.539, 0.506, 0.507, 0.382, 0.352, -0.001],
  "total_charge": 0,
  "e_homo_ev": -9.22,
  "fmax_ev_per_a": 5.24,
  "e_above_lowest_ev": 6.0803,
  "homo_lumo_gap_ha": 0.365
}